{
  "formula": "C3H4Cl2N3O",
  "method": "ωB97M-V with the def2-TZVPD basis set",
  "homo_lumo_gap_ev": [8.28, 8.28],
  "e_tot_ev": -34727.90631,
  "mol_weight_g_mol": 169.0,
  "charge": 1,
  "relative_energy_kj_mol": 120.08,
  "smiles": "O=C1CNC(Cl)=[NH+]N1Cl",
  "elements": ["O", "C", "C", "N", "C", "Cl", "N", "N", "Cl", "H", "H", "H", "H"],
  "positions_angstrom": [[-1.479, -2.192, 0.383], [-0.855, -1.137, 0.316], [0.647, -1.124, -0.218], [1.248, 0.182, -0.560], [0.693, 1.244, -0.063], [1.268, 2.774, -0.188], [-0.554, 1.174, 0.508], [-1.386, 0.116, 0.584], [-3.072, 0.313, -0.633], [1.224, -1.487, 0.631], [0.631, -1.704, -1.126], [2.296, 0.067, -0.934], [-0.662, 1.774, 1.300]]
}